Below is an isolated molecule of C18H21N5O, with properties calculated with ωB97M-V with the def2-TZVPD basis set.

```
45
Properties=species:S:1:pos:R:3:lowdin_charge:R:1
C -0.13845 -0.04949 3.41421 -0.05
H 0.20150 -1.41682 -1.03523 0.11
H -1.65642 -2.77742 2.15926 0.10
C 1.87923 4.14866 -3.51514 -0.06
H 1.83182 0.60621 2.91898 0.11
C 2.70498 1.02876 -2.63954 -0.02
C 0.91005 -0.73618 -1.48230 -0.03
C 2.73444 -1.79523 -0.09729 -0.16
H -2.95494 -1.81768 4.00519 0.12
C 1.35734 1.10592 -2.97303 -0.27
C 0.46577 0.20881 -2.38033 0.01
H 0.94111 4.57668 -3.17081 0.08
C 1.59807 2.98067 -4.45673 -0.25
N -4.19592 -2.04747 1.85407 0.12
H 1.00257 3.32656 -5.30647 0.12
H 2.53297 2.55614 -4.84315 0.12
H 3.43109 1.69634 -3.07653 0.10
H 4.19025 0.03076 -1.48555 0.11
H -0.30673 0.76906 4.10123 0.11
H 2.44526 3.82069 -2.64660 0.07
C 1.31605 -1.17771 1.84695 -0.28
H -4.62328 0.85926 0.67125 0.15
C 2.25800 -0.81908 -1.14509 -0.22
C -1.13659 -0.99359 3.20893 -0.23
C -0.88729 -2.03817 2.32675 -0.04
H 2.44601 4.91371 -4.03862 0.08
H -3.08290 0.84258 2.76277 0.14
C -2.49187 -0.84358 3.84518 -0.15
H 0.47965 -2.97085 0.99673 0.10
H 3.12123 -0.43910 1.40280 0.13
C 1.06609 -0.13873 2.74826 -0.03
O 0.80279 1.97817 -3.85855 -0.05
H -0.57679 0.27294 -2.64912 0.12
N -3.40080 -0.09178 2.98385 0.06
C 0.31635 -2.13619 1.66044 -0.03
C 3.13828 0.07595 -1.73269 -0.04
H 3.80145 -1.99825 -0.22683 0.12
N 2.55623 -1.26409 1.24452 0.02
H -2.42328 -0.30618 4.79453 0.12
N -5.15429 -1.04532 0.09713 0.02
C -4.90299 -2.17013 0.70994 -0.24
C -3.99627 -0.74706 1.95527 -0.42
N -4.56574 -0.12005 0.89416 0.05
H -5.22921 -3.11848 0.33584 0.10
H 2.19517 -2.73925 -0.17866 0.11
```

**Total energy**: -28504.7632 eV
**HOMO-LUMO gap**: 8.38 eV
**SMILES**: CCOc1ccc(CNc2ccc(CNc3ncn[nH]3)cc2)cc1
**Energy relative to the best compared isomer or geometry (same formula, charge and spin)**: 1.180 eV

Below is an isolated molecule of C18H21N5O, with properties calculated with ωB97M-V with the def2-TZVPD basis set.

```
45
Properties=species:S:1:pos:R:3:lowdin_charge:R:1
C 3.93787 1.53688 -0.68931 -0.19
N 1.85142 0.20076 -0.78557 -0.10
H 4.05353 -1.35205 -0.90454 0.10
O -2.55023 0.66050 -0.95353 0.08
H -4.88899 -0.63078 1.87789 0.11
C -3.23574 -0.12366 -0.32738 -0.42
H 4.17716 -3.70251 -0.31198 0.10
H 2.82650 0.98411 1.65364 0.13
C 0.79126 -1.86449 -0.11242 -0.14
C -5.42874 0.63327 -1.21061 -0.08
C -5.40132 -0.23788 1.00985 -0.03
H 2.17448 -4.90336 0.50329 0.10
H 3.31695 0.17576 -2.26812 0.12
H 4.63577 2.08830 -1.32420 0.12
H -8.44004 0.75942 -0.06852 0.11
C 4.25326 3.21227 1.00162 -0.10
H -0.00296 -3.71343 0.56645 0.10
N -6.72590 0.86029 -1.16697 0.07
C 3.22898 -3.18921 -0.24025 -0.09
C 0.89859 -3.20310 0.26559 -0.03
H 4.86350 2.56433 1.65168 0.09
H 4.50635 0.76892 -0.13205 0.12
H -4.92084 0.90410 -2.12634 0.12
C -0.51779 -1.25406 -0.22724 -0.10
H -0.59407 -0.39557 -0.88782 0.11
H 0.55722 0.58365 0.81408 0.12
C 2.86792 0.87401 -1.56146 -0.15
H -3.44150 -1.84164 0.76476 0.13
C 1.25702 1.11452 0.16969 -0.14
N 3.29407 2.47182 0.21385 -0.23
C 2.33534 1.76660 1.04263 -0.18
C 3.15470 -1.85421 -0.58178 -0.02
C 1.95135 -1.14663 -0.48856 -0.18
C -7.37845 0.55078 -0.05945 -0.14
C 2.10607 -3.86559 0.21483 -0.09
C -6.76389 0.00512 1.05846 -0.06
C -4.70676 0.07110 -0.15652 -0.12
H 4.91744 3.75678 0.33184 0.08
H -7.33408 -0.21532 1.94754 0.10
N -2.77566 -1.25877 0.27427 0.05
H 0.71813 1.89313 -0.37891 0.13
H 3.72271 3.92964 1.62591 0.08
H 2.36183 1.66330 -2.12874 0.13
N -1.51668 -1.76156 0.38656 0.08
H 1.86421 2.48446 1.71783 0.12
```

**Total energy**: -28503.8261 eV
**HOMO-LUMO gap**: 7.91 eV
**SMILES**: CN1CCN(c2ccccc2/C=N/NC(=O)c2cccnc2)CC1
**Energy relative to the best compared isomer or geometry (same formula, charge and spin)**: 2.117 eV